{"formula": "C2H4N2O", "method": "the ωB97M-V functional and the def2-TZVPD basis", "symbols": ["H", "N", "C", "N", "C", "O", "H", "H", "H"], "positions_angstrom": [[2.14205, -0.15966, 1.06082], [1.65649, 0.03070, 0.28307], [0.49233, -0.14924, 0.75367], [-0.75511, -0.15619, 0.08437], [-0.75775, 0.36213, -1.22457], [0.29579, 0.27716, -1.85470], [0.08754, -0.75750, 1.71557], [-1.45424, -0.23230, 0.72092], [-1.70710, 0.78491, -1.53915]], "mulliken_charge": [0.258, -0.473, 0.025, -0.146, 0.094, -0.479, 0.174, 0.210, 0.337], "smiles": "[H]/N=C/NC=O", "homo_lumo_gap_ev": 10.381, "total_energy_ev": -7164.764}

{"formula": "C27H35Cl3HfN4O3S", "method": "the ωB97M-V functional and the def2-TZVPD basis", "symbols": ["Hf", "N", "C", "C", "C", "C", "C", "N", "C", "C", "C", "C", "C", "N", "H", "H", "H", "H", "H", "H", "H", "H", "H", "C", "N", "C", "C", "C", "C", "C", "C", "C", "C", "H", "H", "H", "H", "H", "H", "H", "H", "H", "H", "H", "H", "Cl", "C", "Cl", "Cl", "C", "O", "O", "C", "C", "C", "S", "O", "C", "C", "C", "H", "H", "H", "H", "H", "H", "H", "H", "H", "H", "H", "H", "H", "H"], "positions_angstrom": [[-0.45161, 0.43388, 0.47862], [-2.76731, 3.11448, 0.45412], [-2.25471, 2.93418, 1.72642], [-2.67021, 3.80348, 2.74742], [-2.17181, 3.64418, 4.02202], [-1.25321, 2.62138, 4.25572], [-0.89311, 1.80938, 3.20342], [-1.38651, 1.93478, 1.95322], [-2.12851, 2.95498, -0.75968], [-2.68821, 3.57808, -1.88558], [-2.00651, 3.55188, -3.08038], [-0.75171, 2.94468, -3.11838], [-0.29201, 2.31808, -1.98288], [-0.97561, 2.27038, -0.82258], [-3.54131, 3.77018, 0.41532], [-3.35791, 4.60558, 2.53012], [-2.47791, 4.30468, 4.81992], [-0.83381, 2.46738, 5.23822], [-0.17541, 1.01378, 3.36142], [-3.63711, 4.08298, -1.80668], [-2.43191, 4.00348, -3.96238], [-0.16061, 2.95488, -4.01898], [0.67849, 1.84068, -1.96468], [-1.36931, -1.40282, 3.42272], [-1.78601, -1.08202, 2.04322], [-3.22601, -0.74942, 2.06242], [-1.61451, -2.32772, 1.25512], [-1.93471, -2.11952, -0.20888], [-2.55201, -3.13212, -0.93288], [-2.87361, -2.93092, -2.26358], [-2.59421, -1.71062, -2.85238], [-1.96341, -0.70952, -2.12658], [-1.61501, -0.87132, -0.77828], [-1.81861, -2.34722, 3.75162], [-1.69821, -0.63482, 4.11792], [-0.28581, -1.50172, 3.46952], [-3.81721, -1.58492, 2.45912], [-3.58211, -0.52782, 1.05272], [-3.40601, 0.11338, 2.70362], [-2.26041, -3.11952, 1.66252], [-0.57551, -2.65992, 1.37732], [-2.78381, -4.07362, -0.46018], [-3.35101, -3.71312, -2.83058], [-2.87111, -1.53122, -3.87768], [-1.74991, 0.22818, -2.63018], [4.19059, 1.94188, 1.48392], [3.11899, 0.76848, 2.24572], [3.87819, -0.81712, 2.35502], [2.66899, 1.34198, 3.88392], [1.76209, 0.70898, 1.56732], [1.32819, 1.69828, 0.96022], [1.05719, -0.32412, 1.71072], [5.51109, 0.33218, -2.61118], [4.28269, -0.28892, -1.95038], [3.08519, -0.12852, -2.87208], [1.45239, -0.77502, -2.32098], [1.17579, -0.12222, -0.95658], [1.89889, -2.51382, -1.93188], [2.22389, -2.72082, -0.46308], [2.51299, -4.19022, -0.18108], [6.38679, 0.19108, -1.98688], [5.37469, 1.39758, -2.77198], [5.70429, -0.13452, -3.57198], [4.09099, 0.20208, -0.99398], [4.48429, -1.34462, -1.76648], [3.26689, -0.64082, -3.81768], [2.91659, 0.92778, -3.08688], [2.72919, -2.79242, -2.57708], [1.02739, -3.10732, -2.21028], [1.37589, -2.38132, 0.14372], [3.08939, -2.12452, -0.17848], [1.68129, -4.81182, -0.49808], [2.67629, -4.34262, 0.88112], [3.40599, -4.51872, -0.70518]], "mulliken_charge": [3.384, 0.026, 0.555, -0.958, -0.561, -1.250, -0.304, 0.031, 0.510, -0.910, -0.557, -0.822, -0.786, -0.137, 0.339, 0.461, 0.471, 0.530, 0.589, 0.467, 0.484, 0.498, 0.721, -1.225, 0.005, -1.122, -1.802, 1.048, -0.885, -0.903, -0.839, -0.224, 0.788, 0.472, 0.422, 0.248, 0.435, 0.349, 0.367, 0.795, 0.348, 0.515, 0.433, 0.527, 0.218, -0.071, 0.977, -0.085, -0.101, -0.575, -0.390, -0.279, -1.562, 0.566, -1.022, 0.441, -0.913, -1.146, 1.390, -1.758, 0.409, 0.373, 0.390, -0.215, 0.152, 0.553, 0.508, 0.640, 0.564, -0.772, -0.102, 0.402, 0.422, 0.450], "homo_lumo_gap_ev": 8.482, "total_energy_ev": -90370.146, "total_charge": 2}

{"formula": "C22H38AsCoI2N2OSi3", "method": "the ωB97M-V functional and the def2-TZVPD basis", "symbols": ["Co", "I", "C", "C", "C", "I", "C", "O", "C", "C", "N", "C", "C", "C", "C", "C", "C", "N", "C", "H", "H", "H", "H", "H", "H", "H", "H", "H", "H", "H", "C", "Si", "C", "C", "As", "Si", "C", "C", "C", "Si", "C", "C", "C", "H", "H", "H", "H", "H", "H", "H", "H", "H", "H", "H", "H", "H", "H", "H", "H", "H", "H", "H", "H", "H", "H", "H", "H", "H", "H", "H"], "positions_angstrom": [[-1.00583, 0.01988, -0.43607], [-4.92062, -6.31405, -1.12694], [-3.85066, -4.55924, -1.44152], [-2.89610, -4.50793, -2.46105], [-2.16066, -3.36454, -2.63171], [-0.84540, -3.20441, -4.23911], [-2.30718, -2.23865, -1.73990], [-1.51236, -1.24642, -1.80194], [-3.38377, -2.28513, -0.78274], [-3.72358, -1.04621, -0.00198], [-2.62821, -0.59124, 0.88355], [-3.03092, 0.60789, 1.63712], [-2.84712, 1.86900, 0.82193], [-3.49810, 3.04376, 1.16136], [-3.26517, 4.18514, 0.41128], [-2.39590, 4.11510, -0.67076], [-1.77699, 2.91423, -0.94237], [-1.99163, 1.81252, -0.20648], [-4.11713, -3.42744, -0.64143], [-2.74289, -5.35256, -3.11788], [-4.62979, -1.22450, 0.58211], [-3.93554, -0.23544, -0.70515], [-2.42156, -1.33711, 1.53982], [-2.41884, 0.67882, 2.53851], [-4.07416, 0.54270, 1.95907], [-4.17973, 3.06128, 2.00154], [-3.74991, 5.11776, 0.66644], [-2.20163, 4.97599, -1.29422], [-1.08075, 2.81223, -1.76574], [-4.93120, -3.46594, 0.07157], [0.67429, 1.32749, 3.36357], [1.82199, 1.71625, 1.91994], [3.62183, 1.31275, 2.27086], [1.50818, 3.49254, 1.37659], [1.24506, 0.21127, 0.09796], [2.39473, 0.97529, -1.93404], [1.60929, -0.08699, -3.26587], [4.23367, 0.67253, -1.72735], [1.96958, 2.79820, -2.17353], [2.05568, -2.00500, 0.77226], [1.10547, -2.28707, 2.38854], [1.41552, -3.15110, -0.57966], [3.91468, -2.12250, 1.01037], [0.83350, 2.05193, 4.16554], [0.84478, 0.33581, 3.78343], [-0.37205, 1.40465, 3.05801], [4.01385, 1.93627, 3.07734], [4.24343, 1.48062, 1.39004], [3.73208, 0.26989, 2.57261], [1.38537, 4.12049, 2.26202], [0.59477, 3.58151, 0.78477], [2.34140, 3.89945, 0.80253], [1.98458, -1.11055, -3.22615], [1.82519, 0.30872, -4.26131], [0.52543, -0.12349, -3.14928], [4.45131, -0.36815, -1.48930], [4.67474, 1.30641, -0.95737], [4.73501, 0.90399, -2.67113], [1.23343, 2.91256, -2.97249], [2.85909, 3.35750, -2.46997], [1.57270, 3.26911, -1.27540], [0.32736, -1.53631, 2.53462], [1.76868, -2.25710, 3.25427], [0.62721, -3.26917, 2.38027], [0.59731, -2.68286, -1.12198], [1.05202, -4.08845, -0.15107], [2.19109, -3.40374, -1.30463], [4.18917, -1.94330, 2.05050], [4.48187, -1.43047, 0.39004], [4.24005, -3.13444, 0.75714]], "mulliken_charge": [0.768, 0.293, -0.390, -0.232, -0.354, 0.202, 0.665, -0.693, 0.021, -0.834, -0.128, -1.185, 0.986, -0.979, -0.461, -0.680, -0.729, 0.531, -0.493, 0.406, 0.567, 0.355, 0.305, 0.491, 0.461, 0.514, 0.454, 0.497, 0.517, 0.440, -0.793, 0.300, -0.873, -0.968, 0.020, 0.349, -0.893, -0.985, -1.049, 0.534, -0.948, -0.653, -1.207, 0.459, 0.328, 0.010, 0.420, 0.219, 0.161, 0.443, 0.183, 0.364, 0.286, 0.446, 0.080, 0.201, 0.322, 0.438, 0.397, 0.375, 0.210, 0.018, 0.336, 0.411, -0.199, 0.410, 0.372, 0.417, 0.319, 0.427], "homo_lumo_gap_ev": [8.832, 5.789], "total_energy_ev": -166748.322, "total_charge": 2, "spin_multiplicity": 5}

{"formula": "C5H5Cl2N5S2", "method": "the ωB97M-V functional and the def2-TZVPD basis", "symbols": ["C", "C", "C", "C", "C", "N", "N", "N", "N", "N", "S", "S", "Cl", "Cl", "H", "H", "H", "H", "H"], "positions_angstrom": [[0.13353, -1.43434, 0.77239], [-0.58209, -0.85170, -0.33743], [1.30824, -0.57941, 0.93380], [0.19656, 0.21247, -0.71630], [2.35303, 1.43247, -0.01440], [2.06293, -0.96254, 1.95226], [-0.16228, 0.79477, -1.90297], [1.33026, 0.43695, 0.05031], [0.01549, -2.39959, 1.60983], [-1.64517, -1.04200, -1.20512], [1.39319, -2.36793, 2.55977], [-1.51913, 0.14078, -2.45244], [-3.02407, 0.76383, 1.34569], [-3.44815, 1.39790, -1.80811], [2.08392, 2.13305, -0.79827], [2.24615, 1.79648, 1.00440], [3.28296, 0.95417, -0.18838], [-3.37701, 0.87764, 0.13289], [-2.64836, -1.30301, -0.93792]], "mulliken_charge": [0.677, -0.381, 0.484, 0.809, -0.944, -0.688, -0.526, 0.100, -0.679, -0.200, 0.138, 0.308, -0.242, -0.480, 0.373, 0.343, 0.310, 0.209, 0.389], "homo_lumo_gap_ev": 6.894, "total_energy_ev": -59430.084}